1.
Formula: C12H36ClI2N3OP3Rh
Source: the Open Molecules 2025 dataset
Level of theory: ωB97M-V/def2-TZVPD

Geometry as XYZ:
```
59
Properties=species:S:1:pos:R:3:lowdin_spin:R:1
I -0.80 -0.09 -0.66 0.86
I 1.58 0.57 0.10 0.93
Rh 0.45 4.36 -2.96 1.49
P 1.10 2.36 -3.51 0.01
C 1.16 0.57 -3.67 0.00
C 0.17 2.94 -5.02 0.05
H 0.83 2.75 -5.87 0.01
H 3.13 2.79 -4.84 0.00
H -0.14 4.02 -5.01 0.01
H 2.74 4.10 -3.65 0.01
H 0.19 0.12 -3.43 0.01
H -0.73 2.33 -5.06 0.00
C 2.79 3.01 -3.83 0.04
H 1.42 0.33 -4.71 0.00
H 3.46 2.55 -3.09 0.00
H 1.91 0.14 -3.01 0.00
P -0.13 4.20 -0.81 0.04
C -0.57 3.32 0.74 0.00
C 0.95 5.54 -0.26 0.03
H -1.66 5.39 -2.29 0.01
H -1.94 5.74 -0.53 0.01
H -2.48 4.19 -1.23 0.00
C -1.73 4.98 -1.27 0.04
H 1.40 5.97 -1.16 0.01
H 0.39 6.29 0.29 0.01
H -0.95 4.03 1.50 0.00
H 0.34 2.83 1.12 0.00
H 1.74 5.11 0.38 0.00
H -1.33 2.54 0.55 0.00
Cl 0.38 6.56 -3.59 0.24
C -1.22 -3.76 4.43 0.00
N -0.58 -2.71 3.67 0.00
C -0.14 -1.57 4.46 0.00
P -0.12 -2.87 2.07 0.00
O 0.61 -1.61 1.77 0.09
N 0.80 -4.17 1.60 0.00
C 2.16 -3.95 1.11 0.00
C 0.45 -5.57 1.82 0.00
N -1.60 -3.29 1.38 0.03
C -1.62 -3.75 -0.01 0.02
C -2.77 -2.48 1.71 0.01
H -0.60 -4.02 5.30 0.00
H -1.35 -4.65 3.80 0.00
H -2.19 -3.39 4.79 0.00
H 0.79 -1.80 5.01 0.00
H 0.04 -0.71 3.81 0.00
H -0.91 -1.30 5.20 0.00
H 2.25 -2.90 0.78 0.00
H 2.91 -4.15 1.89 0.00
H 2.40 -4.61 0.26 0.00
H 0.85 -5.94 2.77 0.00
H -0.64 -5.69 1.81 0.00
H 0.87 -6.19 1.02 0.00
H -2.58 -4.25 -0.20 0.00
H -1.50 -2.90 -0.70 0.01
H -0.79 -4.46 -0.17 0.00
H -3.67 -3.03 1.40 0.00
H -2.80 -2.31 2.80 0.00
H -2.74 -1.51 1.20 0.01
```

Results
charge	+2
energy above the lowest of the compared OMol25 structures with the same formula, charge and spin	32.3	kcal/mol
expectation value of S²	6.020
E_LUMO (spin up / spin down)	-9.086 / -9.866	eV
2S+1	5



2.
Formula: C12H36DyN6
Source: the Open Molecules 2025 dataset
Level of theory: ωB97M-V/def2-TZVPD

Geometry as XYZ:
```
55
Properties=species:S:1:pos:R:3:lowdin_spin:R:1
Dy -0.19 -0.63 0.99 5.50
N -2.65 -1.03 0.13 0.01
C -3.54 0.03 0.67 0.00
C -2.90 1.40 0.58 0.00
N -1.68 1.51 1.41 0.01
C -2.05 1.64 2.85 0.00
C -1.22 0.79 3.79 0.00
N -1.22 -0.64 3.36 0.01
C -0.87 2.66 0.96 0.00
C 0.48 2.73 1.64 0.00
N 1.30 1.52 1.32 0.01
H -2.77 -1.06 -0.88 0.00
H -3.00 -1.93 0.44 0.00
H -3.76 -0.22 1.71 0.00
H -4.50 0.05 0.15 0.00
H -3.62 2.17 0.84 0.00
H -2.61 1.59 -0.46 0.00
H -3.10 1.35 2.96 0.00
H -2.00 2.68 3.16 0.00
H -1.61 0.91 4.80 0.00
H -0.18 1.11 3.81 0.00
H -2.15 -1.03 3.51 0.00
H -0.64 -1.16 4.02 0.00
H -1.41 3.60 1.10 0.00
H -0.71 2.54 -0.12 0.00
H 0.36 2.78 2.72 0.00
H 0.99 3.65 1.35 0.00
H 2.03 1.43 2.02 0.00
H 1.81 1.71 0.46 0.00
C 2.45 -2.06 -1.05 0.00
C 2.59 -2.53 0.39 -0.05
C 3.32 -3.88 0.46 -0.04
C 1.25 -2.68 1.08 -0.43
H 3.43 -1.89 -1.50 0.00
H 1.89 -1.12 -1.12 0.00
H 1.93 -2.82 -1.65 0.00
H 3.19 -1.79 0.93 0.00
H 2.75 -4.65 -0.07 0.00
H 3.46 -4.21 1.49 0.00
H 4.30 -3.79 0.00 -0.01
H 1.34 -2.85 2.16 -0.02
H 0.62 -3.48 0.67 -0.02
N 1.08 0.11 -5.35 0.00
C 0.72 1.24 -4.40 0.00
C 0.92 0.92 -2.91 0.00
N -0.12 0.14 -2.22 0.01
H 1.12 0.45 -6.31 0.00
H 0.39 -0.65 -5.34 0.00
H 2.00 -0.29 -5.14 0.00
H -0.30 1.53 -4.63 0.00
H 1.38 2.06 -4.68 0.00
H 0.99 1.90 -2.43 0.00
H 1.88 0.43 -2.76 0.00
H -0.15 -0.82 -2.55 0.00
H -1.03 0.55 -2.40 0.00
```

Results
charge	+3
expectation value of S²	9.413
E_LUMO (spin up / spin down)	-9.201 / -8.357	eV
2S+1	6



3.
Formula: C12H36F2NO20P4S2Ti
Source: the Open Molecules 2025 dataset
Level of theory: ωB97M-V/def2-TZVPD

Geometry as XYZ:
```
78
Properties=species:S:1:pos:R:3:lowdin_spin:R:1
Ti -1.00 0.55 -0.06 2.61
N -1.03 2.78 0.61 0.07
S -1.40 3.79 1.71 0.01
O -2.77 4.31 1.79 0.01
O -0.33 4.67 2.16 0.00
F -1.48 2.73 2.99 0.01
S -0.78 3.94 -0.63 0.02
O 0.60 4.15 -1.12 0.01
O -1.73 5.01 -0.88 0.01
F -1.35 2.92 -1.80 0.02
C 3.97 -2.77 -2.69 0.00
O 3.62 -1.54 -1.95 0.00
P 4.38 -0.08 -2.08 0.00
O 4.28 0.43 -3.46 0.00
O 3.63 0.82 -0.92 0.00
C 2.29 1.22 -1.08 0.01
O 5.88 -0.28 -1.48 0.00
C 6.86 -0.89 -2.25 0.00
H 4.99 -2.90 -3.05 0.00
H 3.56 -2.85 -3.69 0.00
H 3.60 -3.66 -2.20 0.00
H 1.76 0.45 -0.52 0.00
H 1.95 1.10 -2.11 0.00
H 1.94 2.14 -0.60 0.00
H 7.43 -1.53 -1.57 0.00
H 7.43 0.00 -2.52 0.00
H 6.53 -1.35 -3.18 0.00
C 4.06 -1.77 2.34 0.00
O 2.69 -1.67 1.82 0.00
P 1.55 -0.64 2.42 0.01
O 0.45 -0.38 1.49 0.06
O 1.22 -1.18 3.89 0.00
C 0.45 -0.44 4.81 0.00
O 2.49 0.62 2.81 0.00
C 1.99 2.00 2.65 0.00
H 4.34 -2.80 2.55 0.00
H 4.26 -1.19 3.24 0.00
H 4.76 -1.43 1.58 0.00
H 0.91 -0.52 5.80 0.00
H -0.53 -0.89 4.91 0.00
H 0.38 0.59 4.45 0.00
H 2.77 2.57 2.14 0.00
H 1.80 2.51 3.60 0.00
H 1.01 2.05 2.18 0.00
C -4.64 2.78 -1.18 0.00
O -5.43 1.64 -0.76 0.00
P -4.82 0.76 0.44 0.00
O -3.50 0.03 0.20 0.05
O -4.73 1.69 1.73 0.00
C -5.86 2.29 2.36 0.00
O -6.03 -0.13 0.90 0.00
C -5.90 -1.13 1.95 0.00
H -5.23 3.67 -0.95 0.00
H -4.38 2.75 -2.24 0.00
H -3.73 3.02 -0.63 0.00
H -6.34 2.89 1.60 0.00
H -5.56 3.01 3.12 0.00
H -6.51 1.54 2.81 0.00
H -4.86 -1.18 2.27 0.00
H -6.08 -2.14 1.57 0.00
H -6.66 -0.89 2.69 0.00
C 0.77 -2.09 -4.70 0.00
O 0.69 -2.74 -3.44 0.00
P -0.33 -2.16 -2.29 0.01
O -0.13 -0.69 -1.98 0.04
O -1.79 -2.48 -2.81 0.00
C -2.92 -2.42 -1.93 0.01
O -0.17 -3.20 -1.06 0.01
C 0.84 -3.12 -0.10 0.00
H 1.73 -1.68 -5.02 0.00
H 0.00 -1.33 -4.76 0.00
H 0.43 -2.67 -5.56 0.00
H -2.56 -2.13 -0.94 0.01
H -3.21 -3.47 -1.89 0.00
H -3.69 -1.76 -2.31 0.00
H 0.26 -3.25 0.82 0.00
H 1.29 -2.13 0.01 0.00
H 1.65 -3.84 -0.02 0.00
```

Results
charge	0
expectation value of S²	3.752
E_LUMO (spin up / spin down)	0.276 / 0.196	eV
2S+1	4



4.
Formula: C12H36K4O16P
Source: the Open Molecules 2025 dataset
Level of theory: ωB97M-V/def2-TZVPD

Geometry as XYZ:
```
69
Properties=species:S:1:pos:R:3:lowdin_charge:R:1
K 2.68 2.13 -1.99 0.93
K -1.23 -0.76 2.55 0.94
K 3.98 0.10 0.56 0.93
K 2.18 -3.05 -0.68 0.95
P 1.02 -0.11 0.01 0.11
O 1.69 -0.99 1.09 -0.50
O 1.76 -0.56 -1.36 -0.51
O 1.40 1.32 0.35 -0.42
O -0.54 -0.32 0.02 -0.42
C -4.00 0.53 -0.42 -0.18
C -4.98 -0.63 -0.68 -0.20
O -4.62 -1.41 -1.83 -0.08
O -3.06 0.21 0.62 -0.16
H -4.49 1.47 -0.19 0.12
H -3.24 0.77 -1.16 0.12
H -5.99 -0.25 -0.84 0.11
H -5.08 -1.34 0.14 0.11
H -3.74 -1.14 -2.13 0.04
H -2.17 0.07 0.28 -0.02
C 2.19 2.98 3.18 -0.16
C 0.88 2.23 3.34 -0.20
O 0.12 2.52 2.18 -0.10
O 2.91 2.57 1.96 -0.13
H 2.86 2.93 4.04 0.12
H 2.04 4.05 3.06 0.12
H 0.32 2.77 4.10 0.13
H 0.92 1.16 3.53 0.11
H 0.51 2.00 1.48 0.00
H 2.29 2.25 1.30 -0.03
C -1.60 4.06 -0.38 -0.20
C -0.78 3.05 -1.22 -0.24
O -1.14 2.86 -2.55 -0.07
O -0.81 4.50 0.69 -0.08
H -2.55 3.73 0.02 0.12
H -1.77 5.02 -0.88 0.13
H -0.59 2.12 -0.68 0.08
H 0.22 3.40 -1.46 0.09
H -0.70 2.12 -2.97 0.04
H -0.43 3.83 1.26 0.02
C 1.67 -1.19 -4.29 -0.29
C 0.45 -0.19 -4.33 -0.11
O 0.65 0.77 -3.22 -0.19
O 1.58 -2.09 -3.31 -0.10
H 2.58 -0.59 -4.39 0.12
H 1.72 -1.76 -5.22 0.13
H -0.47 -0.77 -4.26 0.11
H 0.43 0.28 -5.32 0.12
H 0.78 0.23 -2.44 -0.02
H 1.68 -1.53 -2.54 -0.06
C -1.80 -3.22 -0.48 -0.27
C -1.60 -2.88 -1.93 -0.12
O -1.68 -1.37 -2.13 -0.09
O -0.89 -2.79 0.48 -0.12
H -2.03 -4.27 -0.28 0.13
H -2.77 -2.82 -0.20 0.12
H -2.35 -3.38 -2.54 0.13
H -0.65 -3.28 -2.29 0.10
H -1.23 -0.86 -1.45 0.01
H -0.57 -1.96 0.12 -0.03
C 2.49 -2.98 3.58 -0.18
C 3.50 -2.02 4.20 -0.12
O 3.69 -0.94 3.16 -0.16
O 1.18 -2.35 3.26 -0.13
H 2.39 -3.81 4.28 0.12
H 2.81 -3.45 2.66 0.11
H 4.46 -2.49 4.45 0.12
H 3.16 -1.54 5.12 0.12
H 2.98 -1.07 2.52 -0.04
H 1.37 -1.87 2.45 -0.04
```

Results
charge	+1
energy above the lowest of the compared OMol25 structures with the same formula, charge and spin	72.1	kcal/mol
E_LUMO	-3.737	eV



Here are the calculated E_tot numbers, same order: -2907.84965, -1691.49013, -5249.56637, -4423.77730 (a.u.).